(1)
Here is a structure of composition C46H56BrGeN4O8P3S2W from the Open Molecules 2025 dataset. Energies are from wB97M-V/def2-TZVPD.

Total charge: +2
Orbital gap (alpha / beta) in eV: 8.1 / 7.5
Spin multiplicity: 3

```
122
C46H56BrGeN4O8P3S2W wB97M-V/def2-TZVPD
W -0.14586 1.15290 -0.42363
O 1.47821 0.36859 0.64552
P 2.17241 -0.92004 1.10298
C 0.87960 -2.17232 1.24316
P -0.45292 -2.22934 0.01991
O -0.82547 -0.85740 -0.53403
C -1.86672 -2.90127 0.89437
C -1.85464 -3.27223 2.23517
C -2.99745 -3.80486 2.81651
C -4.15342 -3.95942 2.06668
C -4.17253 -3.58823 0.72566
C -3.03125 -3.06994 0.13930
C -0.12520 -3.43954 -1.26081
C -0.64741 -3.24322 -2.53882
C -0.47862 -4.21961 -3.51073
C 0.19920 -5.39367 -3.20892
C 0.69462 -5.60163 -1.92867
C 0.52390 -4.63176 -0.95210
C 3.55446 -1.40007 0.08623
C 3.80900 -2.72341 -0.25881
C 4.98682 -3.04789 -0.91560
C 5.91400 -2.05645 -1.21254
C 5.66376 -0.73589 -0.86074
C 4.48326 -0.40438 -0.21328
C 2.88571 -0.70123 2.72758
C 2.16703 -0.03498 3.72526
C 2.72607 0.14845 4.97777
C 4.00056 -0.33248 5.24989
C 4.71957 -0.99574 4.26596
C 4.17001 -1.17927 3.00672
H 0.36310 -1.82706 2.15034
H 1.27944 -3.16495 1.45964
H -0.97248 -3.14443 2.85048
H -2.98268 -4.09401 3.85947
H -5.04090 -4.37938 2.52365
H -5.07062 -3.72169 0.13620
H -3.04198 -2.81153 -0.91468
H -1.18410 -2.33081 -2.76936
H -0.88503 -4.06747 -4.50329
H 0.32827 -6.15558 -3.96735
H 1.20584 -6.52515 -1.68756
H 0.89242 -4.82432 0.05147
H 3.09663 -3.50824 -0.02903
H 5.18643 -4.07646 -1.18778
H 6.83732 -2.31461 -1.71592
H 6.38796 0.03589 -1.09084
H 4.29353 0.62402 0.07777
H 1.16847 0.33103 3.53725
H 2.16144 0.66889 5.74122
H 4.43491 -0.18867 6.23138
H 5.71367 -1.36834 4.47442
H 4.74817 -1.69462 2.25309
O 1.57667 -1.06831 -1.90132
H 2.41798 -0.69815 -2.19574
H 1.22563 -1.51338 -2.68145
Br 2.10172 3.87358 4.25744
C 1.12850 4.06412 2.66813
C 0.61286 5.28239 2.28070
C -0.09595 5.34160 1.09109
C -0.26277 4.19428 0.34999
N 0.23127 3.01015 0.73402
C 0.91928 2.94952 1.87621
H 0.76196 6.16457 2.88935
H -0.51556 6.27283 0.73648
H -0.80057 4.21405 -0.58387
H 1.31277 1.99065 2.16328
C -0.32645 0.20500 -5.23876
O 0.06646 0.42374 -3.86131
P -0.97185 0.94272 -2.78848
O -1.68008 2.22040 -3.43045
C -1.05105 3.49931 -3.62612
O -2.14573 -0.10450 -2.96671
C -3.44399 -0.07655 -2.34348
H -1.19064 -0.45422 -5.28462
H 0.52751 -0.25576 -5.72616
H -0.55688 1.15539 -5.71665
H -0.63112 3.54585 -4.62619
H -0.26726 3.66875 -2.89299
H -1.82286 4.25860 -3.52932
H -3.93963 0.87064 -2.54539
H -3.34508 -0.24062 -1.27259
H -4.01065 -0.88433 -2.79684
C 2.05843 3.30594 -4.61022
Ge 2.64212 2.10890 -3.17588
C 3.11157 0.44055 -4.10458
C 4.32702 2.86020 -2.51302
C 1.50209 2.14554 -1.53516
H 2.93115 3.49316 -5.24020
H 1.71634 4.27208 -4.24031
H 1.28557 2.86645 -5.24339
H 3.75270 0.74401 -4.93641
H 2.25645 -0.08925 -4.52953
H 3.70553 -0.24781 -3.50097
H 5.04644 2.95756 -3.32907
H 4.77360 2.22671 -1.74220
H 4.17054 3.85119 -2.08116
H 1.30458 3.22596 -1.51384
H 2.26776 2.02501 -0.76142
N -7.13178 0.14188 4.79115
C -5.83984 0.21701 4.38629
C -4.94153 1.09909 5.01444
C -3.63438 1.18139 4.59366
C -3.19123 0.38539 3.53847
C -4.06652 -0.50087 2.90887
C -5.37449 -0.58094 3.32113
S -1.53726 0.49827 3.02653
O -0.90885 1.58844 3.72526
O -0.90187 -0.79798 3.10919
N -1.59588 0.80141 1.42111
C -2.47841 1.65252 0.87142
S -3.92542 2.39615 1.44167
C -4.06441 3.22918 -0.07038
C -3.06074 2.91608 -0.90096
N -2.14857 2.00667 -0.37557
H -7.45527 0.66538 5.58385
H -7.76531 -0.51933 4.38360
H -5.28312 1.71455 5.83884
H -2.94703 1.86670 5.07456
H -3.72111 -1.12350 2.08955
H -6.05569 -1.26612 2.82941
H -4.89481 3.88969 -0.26685
H -2.94935 3.28429 -1.90668
```


(2)
Here is a structure of composition C46H57BClLuN8O3S5 in a non-equilibrium geometry from the Open Molecules 2025 dataset. Energies are from wB97M-V/def2-TZVPD.

Orbital gap in eV: 5.5

```
122
C46H57BClLuN8O3S5 wB97M-V/def2-TZVPD
Lu -1.68371 0.57349 -2.14434
C 3.90528 0.38940 -1.43023
C 3.12556 0.52095 -0.18484
C 3.64091 1.09009 0.91600
C 2.91970 1.28144 2.06162
N 1.67001 0.85801 2.18118
N 1.13446 0.24140 1.08153
B -0.13068 -0.57591 1.49678
N -0.36823 -0.50408 3.00341
N 0.24831 -1.49900 3.64893
C 0.20013 -1.49118 4.93291
C -0.48928 -0.51212 5.71452
C -1.05143 0.53579 5.06259
C -1.80118 1.57598 5.85271
C -0.96380 0.53569 3.63225
S -1.35413 1.92170 2.75361
C 0.94974 -2.60809 5.66226
C -0.01655 -3.39420 6.59734
C 2.13570 -1.89298 6.40770
C 1.58886 -3.51907 4.62786
N -0.00729 -2.02258 0.96488
N 1.03749 -2.84376 0.72897
C 0.68754 -3.89155 0.02729
C -0.66372 -4.15043 -0.41161
C -1.66448 -3.21123 -0.30362
C -3.03593 -3.29999 -0.86211
C -1.19543 -2.08811 0.42156
S -1.91225 -0.59095 0.66060
C 1.76273 -4.86435 -0.39432
C 1.85303 -5.86568 0.81880
C 1.42200 -5.67949 -1.64739
C 3.09547 -4.11511 -0.64816
C 1.75123 0.17228 -0.12426
S 0.97896 -0.45885 -1.52116
C 3.54419 1.97545 3.23548
C 4.77357 1.19816 3.76837
C 3.93877 3.39917 2.78524
C 2.49710 2.05830 4.37753
H 4.53022 1.24733 -1.58735
H 3.26399 0.27954 -2.29768
H 4.50035 -0.53683 -1.36171
H 4.69437 1.45093 0.97033
H -0.50104 -0.54719 6.79944
H -1.80900 1.37623 6.94503
H -2.81622 1.85467 5.49124
H -1.27155 2.53126 5.78732
H -0.28232 -2.85989 7.53845
H 0.59366 -4.27992 6.99162
H -0.85254 -3.79399 6.02104
H 1.79051 -1.16108 7.15555
H 2.74120 -1.40404 5.62591
H 2.71361 -2.70294 6.91142
H 0.83591 -4.11076 4.09891
H 2.30286 -4.18742 5.06324
H 2.10248 -2.97984 3.88976
H -0.88918 -5.12789 -0.91140
H -3.19590 -4.30821 -1.19745
H -3.08304 -2.55889 -1.72806
H -3.76136 -2.98384 -0.10079
H 0.92405 -6.48612 0.88337
H 2.06938 -5.33897 1.71860
H 2.73353 -6.54737 0.69570
H 0.57627 -6.38890 -1.56506
H 2.24733 -6.35613 -1.84192
H 1.30438 -5.08994 -2.56513
H 3.40387 -3.64398 0.23385
H 2.89255 -3.38094 -1.42049
H 3.83839 -4.81131 -1.01126
H 5.60376 1.15020 3.05034
H 4.50473 0.14934 3.96977
H 5.13360 1.77689 4.64410
H 4.49312 3.48173 1.85184
H 4.45431 3.93073 3.60182
H 3.01754 4.00384 2.57673
H 2.29215 1.05252 4.70741
H 1.54091 2.51166 3.94747
H 2.92587 2.70872 5.13713
C -2.28639 -2.93067 -5.65182
C -2.44145 -1.66291 -4.82846
S -1.30634 -1.62573 -3.44165
C -3.32372 -0.69343 -5.04480
C -4.27561 -0.63084 -6.30140
S -3.45328 0.82147 -4.11198
H -2.38420 -3.90978 -5.07790
H -1.27590 -2.97295 -6.07415
H -2.98447 -2.98245 -6.47334
H -4.25688 -1.59397 -6.80497
H -3.80905 0.13568 -6.96261
H -5.31582 -0.41987 -6.02354
O -5.24757 1.85119 0.11051
C -4.36766 1.85634 -0.73645
O -3.54424 0.92215 -0.97087
C -4.21908 3.09511 -1.58308
C -5.39240 3.77574 -1.95201
C -5.34261 4.81372 -2.85257
C -4.05938 5.20289 -3.29042
C -3.88828 6.29381 -4.16870
C -2.64370 6.70097 -4.50815
C -1.50486 6.03003 -4.02179
C -1.65654 4.94017 -3.20320
C -2.91081 4.45119 -2.88385
N -3.04506 3.34843 -2.04921
H -6.32508 3.46423 -1.47187
H -6.23139 5.28834 -3.23015
H -4.74915 6.85349 -4.45710
H -2.50142 7.61133 -5.07449
H -0.53929 6.48509 -4.22031
H -0.79577 4.38474 -2.86355
O -0.77708 2.27117 -0.60184
H -1.46024 2.92141 -0.75919
H -0.71985 2.23170 0.36490
Cl 0.19979 2.28532 -7.48826
C 0.58048 2.30549 -5.82080
C 1.76564 2.83916 -5.38681
C 2.03638 2.95156 -4.02018
C 1.09926 2.37958 -3.12553
N -0.03947 1.83913 -3.54116
C -0.28087 1.76823 -4.86640
H 2.49273 3.15894 -6.09915
H 2.95736 3.36689 -3.65298
H 1.29968 2.39141 -2.06858
H -1.16185 1.21871 -5.17912
```


(3)
Here is a cluster of 4 separate species, C46H57ClF7N2O7PS in total in a non-equilibrium geometry from the Open Molecules 2025 dataset. Energies are from wB97M-V/def2-TZVPD.

Orbital gap in eV: 7.8
SMILES: C#CCc1c(Cl)cc(CCCC(F)(F)C(F)(F)F)c2c1Sc1c(CCC(=O)Nc3ccccc3)c(C)c(CCF)c(P(C)C)c1N2F.CCOC(C)=O.CCOC(C)=O.CCOC(C)=O

```
122
C46H57ClF7N2O7PS wB97M-V/def2-TZVPD
C 0.45705 -0.25245 4.42563
C 1.45100 -0.78616 3.98102
C 2.40826 -1.66102 3.17940
C 3.12816 -0.89443 2.06537
C 4.54480 -0.82769 2.07917
Cl 5.53512 -1.56542 3.35807
C 5.22544 -0.12226 1.05137
C 4.56214 0.51286 -0.02101
C 5.26967 1.29610 -1.14198
C 6.77465 0.93776 -1.37643
C 7.02045 0.12521 -2.69967
C 7.02598 -1.41973 -2.45465
F 6.42550 -2.03801 -3.52453
F 6.36034 -1.73039 -1.29901
C 8.46713 -1.99446 -2.32143
F 9.15425 -1.78602 -3.47350
F 9.19170 -1.41992 -1.33811
F 8.40238 -3.31598 -2.04376
C 3.12284 0.45363 -0.04841
C 2.47337 -0.23333 1.00001
S 0.67245 -0.26437 1.00818
C 0.29395 -0.05721 -0.73930
C -0.96039 -0.55754 -1.20716
C -1.96703 -1.21884 -0.24690
C -2.48371 -2.61624 -0.73673
C -2.98022 -3.58813 0.37811
O -2.33814 -4.60227 0.52290
N -4.16248 -3.40017 1.20701
C -4.04288 -2.29510 2.11795
C -4.68348 -1.03346 2.00148
C -4.46367 0.01076 2.96221
C -3.58111 -0.21309 4.03726
C -2.94509 -1.48517 4.18995
C -3.18173 -2.48945 3.24199
C -1.24980 -0.39134 -2.59964
C -2.58731 -0.85303 -3.23386
C -0.30794 0.25145 -3.49464
C -0.57287 0.47810 -4.99491
C -1.48672 1.74159 -5.10818
F -1.42555 2.29306 -6.40723
C 0.93227 0.73784 -2.95566
P 2.20297 1.62305 -4.02442
C 1.40498 3.10057 -4.83110
C 2.89758 0.46539 -5.31222
C 1.24646 0.58827 -1.55914
N 2.49749 1.13844 -1.13287
F 2.30043 2.50843 -0.84672
H -0.49494 0.22864 4.63358
H 1.87095 -2.51822 2.71234
H 3.10047 -2.11220 3.91528
H 6.32435 -0.08239 1.14116
H 4.72930 1.05230 -2.08599
H 5.10321 2.38236 -0.98405
H 7.32109 1.90458 -1.46218
H 7.25839 0.39290 -0.54643
H 6.22155 0.30710 -3.45080
H 7.99233 0.45014 -3.12995
H -1.56719 -1.34595 0.78355
H -2.84048 -0.53475 -0.12342
H -1.73593 -3.17117 -1.33897
H -3.37314 -2.41491 -1.37978
H -5.02277 -3.37642 0.66430
H -5.35713 -0.90301 1.13173
H -5.00464 0.94359 2.79344
H -3.38391 0.58646 4.76226
H -2.28709 -1.61733 5.06394
H -2.69332 -3.47583 3.34421
H -3.42510 -0.61622 -2.53775
H -2.82140 -0.33381 -4.17609
H -2.51396 -1.95123 -3.38826
H -1.17528 -0.34994 -5.43427
H 0.33415 0.56111 -5.61625
H -1.24005 2.50229 -4.34342
H -2.55721 1.48696 -4.95103
H 0.68441 3.61726 -4.16161
H 2.21815 3.82204 -5.04859
H 0.84876 2.86960 -5.76520
H 3.99546 0.35805 -5.27808
H 2.40792 -0.53615 -5.28756
H 2.65319 0.87408 -6.32520
C -5.75590 6.54412 4.64989
C -5.88358 5.57022 3.49713
O -5.13454 4.37376 3.74262
C -5.59786 3.31421 4.41900
C -6.85773 3.44905 5.23423
O -4.95602 2.29440 4.41900
H -6.16797 6.13145 5.57173
H -6.27827 7.47495 4.42468
H -4.70575 6.76796 4.84272
H -6.92302 5.33936 3.25775
H -5.45113 6.01531 2.60085
H -6.59500 3.73300 6.25265
H -7.35864 2.48203 5.25111
H -7.57232 4.15961 4.82532
C 2.94544 -8.04323 1.67018
C 2.74699 -6.82180 2.54377
O 3.01363 -5.61664 1.81978
C 2.10031 -4.97770 1.06301
C 0.81981 -5.68679 0.70089
O 2.35187 -3.88496 0.62893
H 2.24983 -8.05296 0.83018
H 2.80029 -8.95663 2.24928
H 3.95234 -8.04932 1.25014
H 1.75702 -6.79240 3.00233
H 3.46636 -6.84415 3.36267
H 0.95490 -6.20377 -0.24876
H 0.03304 -4.94179 0.59219
H 0.47541 -6.38832 1.45716
C -3.59314 3.59077 0.72034
C -3.27275 2.66607 -0.42891
O -3.35601 3.34448 -1.68478
C -2.34353 4.03918 -2.23071
C -1.14859 4.39254 -1.38064
O -2.44173 4.42151 -3.36624
H -2.87612 4.40985 0.79387
H -3.58826 3.04148 1.66360
H -4.57778 4.04188 0.58109
H -2.30426 2.17376 -0.31384
H -4.02038 1.87198 -0.46819
H -1.30934 5.37052 -0.92794
H -0.27123 4.43735 -2.02479
H -0.92518 3.65989 -0.60810
```


(4)
Here is a structure of composition C46H57N5O10P2SZr from the Open Molecules 2025 dataset. Energies are from wB97M-V/def2-TZVPD.

Total charge: -2
Orbital gap in eV: 7.1

```
122
C46H57N5O10P2SZr wB97M-V/def2-TZVPD
Zr -0.11754 -0.56164 0.19713
O 3.55683 0.97638 -0.38286
C 2.46471 1.41348 -0.06258
O 1.53420 0.74504 0.54344
C 2.17077 2.90493 -0.22162
P 0.36375 3.23116 -0.32866
C 0.31409 4.94812 -0.96746
C 0.76771 6.05347 -0.24754
C 0.70334 7.32580 -0.79090
C 0.18196 7.51170 -2.06585
C -0.27338 6.42285 -2.79148
C -0.20868 5.14799 -2.24231
C -0.16265 3.49657 1.40078
C 0.53331 3.00643 2.50086
C -0.02859 3.04290 3.76891
C -1.29072 3.57983 3.95952
C -1.98887 4.09074 2.87307
C -1.43250 4.04290 1.60579
H 2.66232 3.27292 -1.12163
H 2.62846 3.42399 0.62828
H 1.15825 5.91038 0.75356
H 1.05514 8.17636 -0.21974
H 0.12306 8.50814 -2.48649
H -0.68946 6.56122 -3.78151
H -0.57620 4.29592 -2.80251
H 1.49447 2.53064 2.36749
H 0.50260 2.60241 4.60272
H -1.74148 3.56804 4.94328
H -2.98199 4.50186 3.00697
H -1.99978 4.41861 0.75947
O -2.90950 -2.56140 5.28988
C -2.55574 -2.05580 4.25314
C -2.78426 -2.63311 2.85473
O -3.34925 -3.67392 2.60520
C -2.08740 -1.70710 1.94628
C -1.53274 -0.64875 2.67424
O -0.81649 0.25593 2.06316
C -1.72417 -0.79055 4.10248
O -1.27766 -0.10765 5.01027
O -1.87115 -1.81188 0.68838
C -0.00683 -1.10245 -5.46576
C 0.37683 0.17352 -4.70633
C 1.83834 0.53316 -5.00956
C -0.53586 1.32670 -5.14622
C 0.22149 -0.05086 -3.26127
C 0.08888 -0.23937 -2.06654
H 0.10848 -0.94764 -6.54230
H -1.04288 -1.37399 -5.26165
H 0.62845 -1.93452 -5.16030
H 1.97211 0.70063 -6.08219
H 2.50297 -0.27105 -4.69210
H 2.12798 1.43840 -4.47426
H -0.43808 1.50088 -6.22132
H -0.26776 2.24464 -4.61994
H -1.57902 1.09966 -4.92266
N 0.97878 -2.19822 0.40750
P 2.09214 -2.82379 1.28624
N 2.70724 -1.93068 2.55589
C 1.74497 -1.57116 3.60192
C 2.46175 -1.25563 4.90518
C 3.52216 -0.14920 4.70371
C 3.63519 0.24696 3.23212
C 3.80588 -0.97581 2.34249
N 1.50166 -4.19144 2.03346
C 2.13342 -4.83592 3.17840
C 1.07928 -5.28405 4.18405
C 0.13990 -6.33378 3.56896
C 0.02310 -6.13827 2.05117
C 0.15358 -4.66953 1.68630
N 3.44765 -3.13826 0.36862
C 3.40187 -3.04192 -1.08292
C 4.68951 -2.42225 -1.60596
C 5.89609 -3.22681 -1.13036
C 5.88856 -3.34779 0.39148
C 4.55905 -3.90973 0.88825
H 1.05191 -2.40377 3.73887
H 1.13530 -0.71356 3.29368
H 2.93138 -2.16994 5.27928
H 1.71199 -0.95676 5.64000
H 4.49888 -0.50133 5.04985
H 3.28049 0.72886 5.30705
H 4.48463 0.91548 3.07142
H 2.74334 0.78943 2.91450
H 4.76206 -1.46109 2.58847
H 3.84302 -0.66254 1.29833
H 2.82297 -4.12672 3.64068
H 2.73001 -5.70795 2.86845
H 0.50441 -4.40980 4.50032
H 1.56862 -5.67195 5.08077
H -0.84713 -6.24809 4.02704
H 0.50372 -7.34190 3.78704
H -0.93484 -6.51031 1.68571
H 0.80566 -6.69919 1.53047
H -0.61021 -4.09190 2.22073
H -0.02420 -4.49751 0.62757
H 2.53181 -2.44784 -1.35584
H 3.27406 -4.04657 -1.52182
H 4.74797 -1.39078 -1.24652
H 4.65589 -2.38461 -2.69812
H 6.82990 -2.77182 -1.47142
H 5.85522 -4.23125 -1.57083
H 6.03833 -2.35786 0.83162
H 6.70636 -3.98797 0.73651
H 4.52484 -3.89392 1.97956
H 4.47092 -4.96498 0.57701
N -2.11612 0.90173 -0.55569
C -3.44398 0.51230 -0.92807
C -3.65222 -0.12779 -2.14351
C -4.94259 -0.44525 -2.54566
C -6.02964 -0.13853 -1.74474
C -5.81160 0.45283 -0.51005
C -4.52716 0.78019 -0.09966
S -7.70936 -0.43869 -2.31632
O -7.56841 -1.43233 -3.37441
O -8.15335 0.86954 -2.79212
O -8.42434 -0.90513 -1.13512
H -2.14360 1.60081 0.18318
H -1.64188 1.32629 -1.34901
H -2.80059 -0.37149 -2.76897
H -5.12026 -0.93741 -3.49309
H -6.66053 0.66140 0.12831
H -4.36412 1.25644 0.86233
```


| no. | E (eV) |
| --- | --- |
| 1 | -248865.201 |
| 2 | -167692.515 |
| 3 | -117604.003 |
| 4 | -107254.589 |